Entry from OMol25: a molecular structure, C43H116CdN7O19 (wB97M-V/def2-TZVPD).

Summary:
Max |F| ... 2.8 eV/A
Relative energy (zero: lowest compared OMol25 entry of this formula, charge and spin) ... 0.0 kcal/mol
Electronic energy ... -100354.843 eV
2S+1 ... 1
Charge ... +1
Kohn-Sham gap ... 6.42 eV
Highest occupied orbital energy ... -9.44 eV

Geometry (Å):
Cd 3.995 1.335 -3.286
C 1.215 1.388 -1.434
O 1.919 1.445 -2.654
H 1.762 0.811 -0.680
H 0.995 2.392 -1.043
H 0.216 0.982 -1.629
C 3.810 -1.500 -1.850
O 4.648 -0.464 -2.385
C 5.974 -0.875 -2.688
C 6.774 0.238 -3.329
N 5.905 0.876 -4.350
C 6.406 2.220 -4.785
C 5.316 3.009 -5.530
O 4.093 2.948 -4.796
C 3.024 3.560 -5.523
H 3.916 -2.428 -2.417
H 2.765 -1.214 -1.941
H 4.073 -1.690 -0.810
H 5.848 -1.718 -3.381
H 6.562 -1.265 -1.850
H 7.701 -0.165 -3.741
H 7.061 0.998 -2.597
H 6.082 0.343 -5.199
H 7.275 2.132 -5.444
H 6.802 2.761 -3.922
H 5.205 2.543 -6.517
H 5.632 4.028 -5.762
H 2.086 3.228 -5.076
H 3.058 3.262 -6.572
H 3.050 4.646 -5.408
C 2.259 2.269 4.563
O 1.617 2.789 3.432
C 2.481 3.037 2.350
C 1.767 3.825 1.298
N 1.088 5.037 1.729
C 1.970 6.134 2.113
C 1.173 7.332 2.548
O 0.671 7.113 3.848
C -0.132 8.184 4.296
H 1.574 2.072 5.382
H 3.080 2.917 4.891
H 2.763 1.314 4.347
H 2.826 2.078 1.941
H 3.341 3.630 2.702
H 0.959 3.181 0.928
H 2.465 3.998 0.472
H 0.645 4.744 2.603
H 2.586 6.459 1.266
H 2.716 5.961 2.903
H 0.349 7.486 1.838
H 1.754 8.261 2.496
H 0.458 9.107 4.255
H -0.434 8.009 5.325
H -1.031 8.313 3.686
C -6.769 -6.007 3.669
O -5.522 -5.355 3.498
C -5.564 -4.441 2.423
C -4.171 -4.020 2.010
N -4.191 -3.071 0.908
C -4.501 -1.695 1.199
C -4.990 -0.895 -0.024
O -3.969 -0.654 -0.963
C -3.002 0.287 -0.566
H -6.699 -6.560 4.603
H -6.880 -6.725 2.849
H -7.659 -5.376 3.657
H -6.157 -3.556 2.697
H -6.115 -4.811 1.550
H -3.660 -4.944 1.734
H -3.608 -3.567 2.835
H -3.561 -3.349 0.171
H -3.632 -1.149 1.599
H -5.303 -1.620 1.935
H -5.465 0.043 0.283
H -5.800 -1.507 -0.426
H -2.276 -0.086 0.158
H -3.373 1.286 -0.331
H -2.371 0.445 -1.448
C -1.035 -2.214 7.442
O -0.619 -1.165 6.605
C -0.638 -1.471 5.222
C -0.205 -0.246 4.445
N -0.483 -0.555 3.044
C -0.018 0.403 2.018
C -0.761 1.747 2.169
O -2.156 1.452 2.271
C -2.926 2.628 2.216
H -0.955 -1.883 8.478
H -0.368 -3.084 7.401
H -2.076 -2.460 7.212
H -1.597 -1.858 4.866
H 0.169 -2.201 5.084
H 0.850 -0.015 4.610
H -0.775 0.636 4.768
H -1.483 -0.405 2.919
H -0.245 -0.017 1.037
H 1.063 0.557 2.056
H -0.607 2.359 1.272
H -0.503 2.307 3.070
H -3.981 2.370 2.140
H -2.675 3.206 1.318
H -2.759 3.277 3.082
C -0.541 -7.683 -0.809
O -0.027 -6.721 0.113
C -1.035 -6.003 0.810
C -0.927 -4.513 0.589
N -1.605 -4.147 -0.666
C -1.486 -2.722 -0.961
C -0.062 -2.172 -0.993
O 0.904 -2.911 -1.726
C 0.654 -2.899 -3.108
H -1.114 -7.139 -1.563
H -1.194 -8.367 -0.260
H 0.250 -8.274 -1.260
H -0.818 -6.219 1.864
H -2.039 -6.384 0.605
H 0.140 -4.259 0.553
H -1.291 -3.956 1.455
H -1.157 -4.634 -1.436
H -2.129 -2.169 -0.280
H -1.879 -2.451 -1.947
H 0.363 -2.106 0.013
H -0.017 -1.141 -1.371
H 1.435 -3.362 -3.711
H 0.701 -1.856 -3.473
H -0.335 -3.244 -3.417
C 4.090 -0.513 1.665
O 3.836 -1.896 1.644
C 2.877 -2.328 2.596
C 2.689 -3.825 2.488
N 1.843 -4.261 3.571
C 1.490 -5.690 3.566
C 0.348 -6.027 4.501
O -0.528 -4.917 4.566
C -1.729 -5.162 5.282
H 4.334 -0.189 2.679
H 3.194 0.023 1.329
H 4.897 -0.297 0.968
H 1.948 -1.771 2.421
H 3.223 -2.059 3.601
H 3.649 -4.343 2.529
H 2.251 -4.094 1.515
H 0.962 -3.768 3.662
H 2.387 -6.257 3.826
H 1.245 -5.973 2.535
H 0.628 -6.377 5.498
H -0.206 -6.840 4.011
H -2.270 -4.221 5.169
H -1.519 -5.294 6.344
H -2.350 -5.912 4.788
C -3.512 1.605 -7.384
O -3.035 2.949 -7.552
C -1.744 3.188 -7.054
C -1.567 3.509 -5.557
N -1.847 2.356 -4.700
C -1.703 2.695 -3.273
C -2.817 3.506 -2.651
O -4.018 2.787 -2.615
C -5.131 3.557 -2.212
H -3.803 1.419 -6.352
H -2.746 0.911 -7.738
H -4.370 1.576 -8.054
H -1.373 4.096 -7.541
H -1.029 2.405 -7.344
H -2.249 4.356 -5.414
H -0.521 3.811 -5.468
H -2.839 2.184 -4.846
H -0.747 3.192 -3.100
H -1.627 1.742 -2.738
H -2.904 4.449 -3.204
H -2.486 3.716 -1.625
H -5.072 3.816 -1.149
H -6.023 2.965 -2.400
H -5.149 4.484 -2.795
O 1.377 4.725 -2.807
H 2.277 5.049 -2.691
H 1.461 3.757 -2.789
O 0.365 0.777 -5.141
H -0.515 1.261 -5.149
H 0.630 0.781 -4.201
O 3.116 0.199 -4.912
H 2.213 0.452 -5.195
H 3.367 -0.534 -5.485
O -0.375 5.679 -0.779
H -0.037 5.564 0.130
H 0.265 5.228 -1.359

---

Entry from OMol25: a molecular structure, C43H117AgN10O11 (wB97M-V/def2-TZVPD).

Summary:
Max |F| ... 3.9 eV/A
Relative energy (zero: lowest compared OMol25 entry of this formula, charge and spin) ... 233.8 kcal/mol
Electronic energy ... -87895.128 eV
2S+1 ... 1
Kohn-Sham gap ... 3.27 eV
Highest occupied orbital energy ... -6.27 eV

Geometry (Å):
Ag -0.836 5.246 4.521
C -1.051 -0.694 0.959
C -0.268 0.540 1.356
C -0.307 1.550 0.240
O -0.606 1.040 2.609
H -0.891 -1.509 1.666
H -0.741 -1.071 -0.016
H -2.135 -0.591 0.923
H 0.773 0.229 1.443
H -1.249 2.049 0.015
H -0.060 1.061 -0.703
H 0.409 2.338 0.472
C -6.128 3.020 -3.217
C -6.918 2.614 -2.026
C -7.014 1.113 -1.792
O -7.867 0.534 -2.761
C -7.896 -0.893 -2.745
N -6.385 3.300 -0.888
H -5.081 2.734 -3.110
H -6.118 4.079 -3.472
H -6.461 2.435 -4.074
H -7.927 3.013 -2.134
H -7.570 0.903 -0.878
H -6.030 0.649 -1.859
H -6.979 -1.398 -3.048
H -8.634 -1.180 -3.494
H -8.075 -1.262 -1.735
H -5.965 4.191 -1.112
H -5.604 2.744 -0.571
C 3.241 9.889 6.050
C 2.078 9.218 5.295
C 2.152 9.309 3.771
O 1.165 8.452 3.134
C 1.306 8.458 1.733
N 1.959 7.862 5.832
H 3.232 10.978 5.997
H 4.221 9.514 5.755
H 3.204 9.675 7.118
H 1.207 9.809 5.578
H 3.139 9.049 3.389
H 2.001 10.344 3.464
H 2.174 7.861 1.454
H 1.222 9.470 1.336
H 0.548 7.864 1.222
H 2.722 7.276 5.526
H 2.072 7.900 6.835
C -6.308 0.703 5.981
C -5.932 1.002 7.376
C -6.184 -0.233 8.330
O -5.783 -0.046 9.704
C -6.017 -1.173 10.555
N -4.550 1.424 7.425
H -6.053 1.532 5.322
H -7.378 0.498 5.957
H -5.753 -0.206 5.747
H -6.540 1.841 7.713
H -5.701 -1.115 7.910
H -7.259 -0.407 8.373
H -7.051 -1.516 10.511
H -5.799 -0.900 11.587
H -5.370 -2.002 10.266
H -3.996 0.917 6.749
H -4.203 1.042 8.294
C 2.728 -7.588 1.911
C 3.156 -6.462 0.870
C 4.447 -5.735 1.213
O 4.317 -5.021 2.459
C 5.513 -4.318 2.839
N 3.247 -7.136 -0.433
H 3.522 -8.285 2.180
H 1.830 -8.120 1.597
H 2.453 -7.034 2.808
H 2.377 -5.700 0.836
H 4.693 -5.053 0.399
H 5.239 -6.466 1.377
H 6.444 -4.864 2.992
H 5.212 -3.731 3.707
H 5.742 -3.586 2.065
H 3.909 -7.862 -0.199
H 2.431 -7.695 -0.635
C 5.613 0.896 -3.259
C 6.334 1.367 -4.576
C 6.672 2.866 -4.705
O 5.448 3.591 -4.506
C 5.698 4.978 -4.281
N 7.640 0.645 -4.440
H 5.456 -0.168 -3.436
H 4.713 1.501 -3.147
H 6.169 0.987 -2.326
H 5.785 1.068 -5.469
H 7.145 3.026 -5.674
H 7.398 3.106 -3.929
H 4.710 5.214 -3.887
H 5.976 5.568 -5.154
H 6.307 5.186 -3.400
H 8.262 0.947 -5.176
H 8.164 1.029 -3.666
C -6.544 -9.820 -3.808
C -6.426 -8.406 -4.384
C -4.989 -7.875 -4.122
O -4.867 -7.784 -2.757
C -3.670 -7.259 -2.254
N -6.721 -8.557 -5.837
H -6.417 -9.816 -2.725
H -5.906 -10.574 -4.269
H -7.563 -10.204 -3.853
H -7.222 -7.754 -4.026
H -5.007 -6.884 -4.577
H -4.180 -8.454 -4.567
H -2.848 -7.672 -2.838
H -3.510 -7.375 -1.182
H -3.686 -6.210 -2.549
H -7.668 -8.908 -5.835
H -6.758 -7.622 -6.217
C 1.571 -4.850 7.365
C 0.686 -3.754 6.784
C -0.570 -3.561 7.648
O -1.412 -4.736 7.749
C -2.116 -5.006 6.539
N 1.383 -2.500 6.693
H 1.709 -4.744 8.440
H 2.599 -4.908 7.008
H 1.023 -5.786 7.251
H 0.556 -3.997 5.729
H -1.143 -2.785 7.140
H -0.419 -3.294 8.694
H -1.443 -5.310 5.737
H -2.785 -4.199 6.237
H -2.676 -5.925 6.715
H 0.748 -1.930 6.152
H 2.176 -2.533 6.068
C 1.621 -3.403 -8.030
C 1.439 -3.491 -6.535
C -0.044 -3.470 -6.110
O -0.793 -2.273 -6.488
C -2.070 -2.185 -5.854
N 2.106 -4.725 -6.195
H 0.990 -2.629 -8.468
H 1.267 -4.327 -8.488
H 2.656 -3.193 -8.300
H 1.930 -2.620 -6.099
H -0.060 -3.537 -5.023
H -0.559 -4.365 -6.460
H -2.599 -3.075 -6.193
H -2.751 -1.355 -6.043
H -1.918 -2.238 -4.776
H 2.009 -4.957 -5.217
H 3.084 -4.799 -6.437
C 6.227 3.978 1.951
C 6.121 3.072 3.108
C 7.446 3.168 3.915
O 8.547 2.684 3.151
C 9.667 2.653 3.945
N 5.103 3.475 4.057
H 6.175 5.042 2.183
H 5.426 3.757 1.246
H 7.038 3.735 1.264
H 6.033 2.021 2.833
H 7.314 2.539 4.795
H 7.718 4.188 4.189
H 10.601 2.423 3.433
H 9.641 2.076 4.870
H 9.943 3.649 4.292
H 4.326 3.115 3.520
H 5.106 2.790 4.799
C -0.480 4.106 -7.285
C -1.626 4.034 -8.315
C -2.112 5.273 -9.115
O -2.756 6.331 -8.328
C -1.873 7.327 -7.811
N -1.186 3.051 -9.241
H -0.702 4.618 -6.348
H 0.428 4.599 -7.634
H -0.374 3.102 -6.875
H -2.536 3.604 -7.897
H -2.810 4.974 -9.898
H -1.375 5.741 -9.766
H -0.998 6.869 -7.350
H -2.421 7.870 -7.041
H -1.524 7.982 -8.609
H -0.266 3.372 -9.507
H -0.938 2.190 -8.774